No. 1
Formula: C54H46Cl2O6P2PdZn
Source: the Open Molecules 2025 dataset
Level of theory: wB97M-V/def2-TZVPD

Computed properties:
HOMO-LUMO gap ... 0.1296 Ha
Net charge ... 0
LUMO ... -2.29 eV
E_tot ... -6047.14004 Ha

```
112
Properties=species:S:1:pos:R:3:mulliken_charge:R:1
Pd 0.830 -0.055 0.505 -0.610
Zn -1.212 3.287 -7.095 0.444
Cl 0.429 2.377 -8.099 -0.228
Cl -2.873 4.222 -6.154 -0.237
P -1.278 0.575 0.932 1.016
P 2.511 0.878 1.647 1.032
O -1.839 -0.127 2.296 -0.206
O -1.595 2.169 1.060 -0.094
O -2.407 0.155 -0.170 0.480
O 3.301 2.086 0.913 -0.238
O 2.117 1.575 3.059 -0.287
O 3.700 -0.151 2.075 -0.427
C 0.253 1.164 4.516 -0.203
C -3.425 3.650 0.742 -0.343
C -4.410 4.158 -0.107 -0.656
C 5.082 -0.178 0.071 0.323
C -3.292 -0.928 -0.130 0.363
C -4.991 -1.328 3.693 -0.526
C 4.914 -0.405 1.433 0.395
C 1.525 -0.542 -2.072 0.698
C 5.044 3.576 1.572 -0.380
C -2.179 2.844 -1.201 -0.226
C -3.100 -0.099 2.912 0.259
C -5.681 -0.124 3.853 -0.579
C -4.648 -0.623 -0.225 -0.447
C 7.211 -1.040 1.693 -0.494
C 2.704 4.258 1.792 -0.263
C 1.001 -1.452 -1.034 -0.740
C 7.417 -0.774 0.337 -0.619
C 4.487 5.757 2.459 -0.577
C 3.488 -4.312 1.005 -0.491
C 3.970 -3.657 -0.131 -0.720
C 3.144 -2.809 -0.871 -0.225
C -5.562 -1.656 -0.027 -0.605
C -2.809 -2.220 0.012 0.196
C -2.386 2.924 0.172 0.428
C 3.679 3.327 1.446 0.289
C -1.814 -3.123 -8.103 -0.498
C 6.358 -0.366 -0.476 -1.082
C 0.720 0.183 -2.919 -1.863
C 1.564 0.871 4.155 -0.032
C -5.054 1.095 3.598 -0.816
C 5.942 -0.873 2.249 -0.506
C 1.845 -2.516 -0.409 0.790
C -0.594 -3.454 -7.478 -0.552
C -3.159 3.381 -2.040 -0.352
C 2.284 -0.173 4.722 -0.299
C -3.741 -3.243 0.204 -0.680
C 3.122 5.484 2.315 -0.623
C -0.261 -2.950 -6.219 -0.518
C -3.727 1.120 3.159 -0.296
C -2.446 -1.804 -6.196 0.927
C -4.283 4.006 -1.490 -0.723
C -2.758 -2.321 -7.457 -0.541
C -0.387 0.320 5.426 -0.435
C -5.108 -2.957 0.190 -0.640
C 1.347 -3.229 0.700 -0.001
C -3.665 -1.319 3.260 -0.229
C -2.359 -0.716 -4.150 -0.079
C 0.296 -0.770 5.969 -0.695
C -1.176 -2.124 -5.565 -0.343
C 5.446 4.809 2.091 -0.504
C -3.163 -0.955 -5.297 -2.005
C 2.168 -4.104 1.413 -0.795
C 1.626 -1.015 5.622 -0.546
C -1.152 -1.460 -4.299 0.006
H -3.389 -4.264 0.354 0.451
H 2.618 -0.526 -2.147 0.277
H 4.236 0.108 -0.557 0.317
H 3.503 -2.363 -1.801 0.507
H -0.185 0.659 -2.518 0.375
H -5.471 -2.282 3.912 0.425
H -3.076 -2.231 3.146 0.416
H 8.413 -0.892 -0.093 0.411
H -5.265 4.675 0.330 0.408
H 5.753 2.808 1.263 0.438
H 4.146 -4.960 1.584 0.404
H -1.733 -2.407 -0.008 -0.265
H -1.423 0.523 5.696 0.452
H -5.569 2.046 3.746 0.421
H -1.278 2.377 -1.601 0.325
H 0.314 -3.062 1.018 0.267
H -4.177 -0.615 -5.475 0.414
H -5.829 -3.762 0.354 0.374
H 2.164 -1.867 6.037 0.407
H -3.033 3.317 -3.124 0.313
H -2.020 -3.497 -9.107 0.359
H -0.213 -1.429 6.673 0.395
H -2.631 -0.068 -3.314 0.721
H 0.119 -4.095 -7.993 0.366
H 6.513 5.018 2.195 0.375
H -0.259 2.011 4.062 0.472
H -6.630 -1.437 -0.062 0.445
H -3.721 -2.066 -7.902 0.377
H -3.176 2.045 3.005 0.508
H 0.683 -3.174 -5.722 0.433
H 1.650 4.027 1.641 0.440
H 8.032 -1.379 2.325 0.386
H 4.805 6.719 2.866 0.352
H -0.047 -1.736 -1.192 0.550
H 2.371 6.221 2.602 0.389
H -3.474 3.762 1.823 0.458
H 6.506 -0.183 -1.543 0.437
H -6.718 -0.136 4.195 0.379
H 5.734 -1.082 3.299 0.355
H -5.060 4.398 -2.148 0.393
H 3.322 -0.345 4.446 0.458
H -4.948 0.408 -0.417 0.428
H 5.002 -3.807 -0.453 0.365
H 1.776 -4.620 2.291 0.419
H 0.998 0.447 -3.936 0.457
H -0.324 -1.586 -3.603 0.570
```

No. 2
Formula: C24H22BN8PPtS2
Source: the Open Molecules 2025 dataset
Level of theory: wB97M-V/def2-TZVPD

Computed properties:
HOMO-LUMO gap (alpha / beta) ... 0.1618 / 0.1508 Ha
Net charge ... +3
Energy above the lowest of the compared OMol25 structures with the same formula, charge and spin ... 73.6 kcal per mole
LUMO (alpha / beta) ... -11.96 / -12.26 eV
<S²> ... 0.76
Multiplicity ... 2
E_tot ... -2646.69796 Ha

```
59
Properties=species:S:1:pos:R:3:nbo_charge:R:1
Pt 0.437 -0.396 -0.062 1.323
S -1.420 -0.505 4.444 0.086
S 0.729 -1.208 1.920 -0.448
P 0.436 -1.167 4.098 1.224
N 0.928 1.513 -2.193 -0.315
N 0.395 1.028 -5.214 -0.306
N -0.489 1.396 -4.237 -0.442
N 0.488 -1.317 -1.826 -0.280
N 0.172 -0.710 -2.992 -0.313
N 1.370 1.086 -0.995 -0.268
N -1.258 0.418 -0.647 -0.242
N -1.467 0.795 -1.937 -0.305
C 2.633 1.682 5.893 -0.188
C -1.309 2.392 -4.695 -0.042
C 1.002 -4.489 6.268 -0.175
C 0.579 -2.854 -3.404 -0.282
C 2.373 1.878 -0.571 0.013
C 0.722 -2.626 -2.051 0.008
C -0.965 2.661 -5.985 -0.300
C -2.775 1.023 -2.071 0.085
C 1.550 0.975 5.399 -0.170
C 0.356 -2.833 4.661 -0.376
C 3.925 1.226 5.663 -0.111
C 4.155 0.058 4.935 -0.180
C -0.713 -4.986 4.619 -0.199
C -3.422 0.789 -0.862 -0.278
C 2.597 2.828 -1.549 -0.280
C 1.669 2.564 -2.551 0.088
C -2.436 0.381 0.007 0.017
C 0.077 -5.369 5.702 -0.072
C 1.784 -0.200 4.678 -0.422
C 3.089 -0.661 4.434 -0.206
C -0.585 -3.719 4.095 -0.176
C 0.114 1.794 -6.250 -0.002
C 0.235 -1.625 -3.961 0.097
C 1.146 -3.215 5.760 -0.181
B -0.248 0.785 -2.922 0.919
H -2.047 2.881 -4.080 0.223
H 2.863 1.708 0.373 0.253
H 1.605 -4.805 7.108 0.263
H -0.030 -6.364 6.114 0.259
H 0.543 1.318 5.597 0.243
H -1.201 -3.410 3.259 0.232
H 0.054 -1.340 -4.984 0.292
H 0.682 1.689 -7.162 0.243
H 3.344 3.603 -1.540 0.284
H 0.994 -3.295 -1.251 0.253
H -2.489 0.088 1.043 0.250
H 3.264 -1.578 3.881 0.235
H -1.428 -5.680 4.198 0.259
H 1.502 3.050 -3.499 0.278
H -4.471 0.908 -0.650 0.287
H -1.412 3.396 -6.630 0.266
H -3.187 1.329 -3.018 0.273
H 0.727 -3.786 -3.922 0.285
H 4.765 1.781 6.058 0.257
H 5.166 -0.290 4.772 0.255
H 1.847 -2.523 6.207 0.248
H 2.469 2.584 6.467 0.260
```

No. 3
Formula: H5NO2Si
Source: the Open Molecules 2025 dataset
Level of theory: wB97M-V/def2-TZVPD

Computed properties:
HOMO-LUMO gap (alpha / beta) ... 0.3491 / 0.2677 Ha
Net charge ... 0
Energy above the lowest of the compared OMol25 structures with the same formula, charge and spin ... 111.2 kcal per mole
LUMO (alpha / beta) ... -0.16 / -0.17 eV
E_tot ... -497.67402 Ha

```
9
Properties=species:S:1:pos:R:3:nbo_charge:R:1
Si -0.912 0.094 0.451 1.652
O -1.590 -1.400 0.172 -1.097
O -1.704 1.322 -0.418 -1.078
N 2.188 0.136 -0.068 -0.887
H 2.210 -0.494 0.806 0.306
H -2.347 -1.437 -0.406 0.509
H -1.186 2.094 -0.454 0.503
H 2.085 -0.461 -0.811 0.297
H -0.538 0.109 1.916 -0.206
```